97
Properties=species:S:1:pos:R:3:lowdin_spin:R:1 method="wB97M-V/def2-TZVPD" spin_multiplicity=2 orbital_gap_ev="1.79 / 9.45" total_charge=-1 molar_mass_g_mol=500.76 homo_ev="0.583 / -6.990"
C -22.765 14.784 5.527 0.086
C -21.806 13.880 4.690 0.079
O -21.646 14.385 3.368 0.027
H -23.797 14.750 5.177 0.007
H -22.552 15.852 5.488 0.024
H -22.741 14.541 6.589 0.015
H -22.310 12.917 4.614 0.012
H -20.781 13.804 5.054 0.017
H -21.258 15.262 3.417 0.034
C -16.895 14.239 7.199 0.025
C -17.703 13.072 6.807 0.024
O -16.855 12.038 7.165 0.016
H -16.823 14.420 8.271 0.002
H -17.396 15.139 6.843 0.020
H -15.910 14.178 6.737 0.002
H -18.074 12.909 5.795 0.007
H -18.571 12.882 7.439 0.007
H -16.792 12.094 8.121 0.003
C -12.012 15.143 4.198 0.004
C -11.698 15.319 5.639 0.003
O -12.892 15.185 6.397 0.002
H -12.370 14.127 4.037 0.000
H -11.098 15.008 3.620 0.000
H -12.754 15.770 3.703 0.003
H -11.288 16.318 5.788 0.000
H -10.852 14.700 5.937 0.001
H -13.065 14.244 6.476 0.001
C -13.802 11.808 4.046 0.007
C -14.628 10.866 4.803 0.009
O -14.670 11.231 6.113 0.005
H -14.278 12.760 3.813 0.003
H -13.940 11.397 3.046 0.002
H -12.738 11.790 4.282 0.001
H -14.223 9.854 4.817 0.001
H -15.622 10.743 4.373 0.004
H -15.447 11.788 6.200 0.001
C -19.226 10.537 10.050 0.047
C -17.748 10.510 10.494 0.022
O -17.126 11.832 10.504 0.022
H -19.721 9.584 9.865 0.009
H -19.263 10.940 9.037 0.011
H -19.950 11.077 10.661 0.006
H -17.216 9.991 9.697 0.003
H -17.593 10.023 11.457 0.005
H -16.424 11.846 11.159 0.011
C -20.916 15.519 9.321 0.044
C -20.164 14.196 9.640 0.030
O -19.015 14.289 10.418 0.008
H -21.471 15.322 8.403 0.012
H -20.219 16.356 9.301 0.003
H -21.703 15.732 10.044 0.008
H -20.151 13.465 8.831 0.010
H -20.734 13.627 10.374 0.006
H -18.526 13.463 10.400 0.003
C -18.202 13.426 2.555 0.032
C -18.697 12.767 1.260 0.014
O -19.795 13.615 0.801 0.006
H -17.899 14.447 2.327 0.014
H -17.340 12.792 2.767 0.003
H -18.849 13.444 3.432 0.008
H -19.091 11.796 1.562 0.005
H -17.940 12.630 0.488 0.001
H -20.464 13.480 1.477 0.003
C -17.963 18.852 7.367 0.022
C -19.463 19.233 7.699 0.016
C -19.667 20.592 8.530 0.007
O -19.064 20.474 9.769 0.001
C -19.551 21.344 10.820 0.002
N -20.237 19.288 6.420 0.029
H -17.777 17.864 6.947 0.014
H -17.422 18.803 8.312 0.001
H -17.388 19.567 6.778 0.002
H -19.881 18.359 8.199 0.007
H -20.756 20.629 8.569 0.004
H -19.377 21.495 7.994 0.001
H -20.492 21.806 10.526 0.000
H -18.842 22.065 11.227 0.000
H -19.877 20.721 11.654 0.001
H -21.199 19.201 6.715 0.021
H -20.254 18.386 5.967 0.044
C -16.274 15.930 12.949 0.005
C -16.652 16.895 11.793 0.001
C -16.295 16.341 10.422 0.002
O -14.876 16.497 10.299 0.001
C -14.167 15.908 9.296 0.005
N -18.054 17.179 11.828 0.001
H -16.514 16.555 13.810 0.000
H -15.201 15.738 12.979 0.001
H -16.710 14.931 12.945 0.003
H -16.109 17.831 11.923 0.000
H -16.811 17.044 9.767 0.001
H -16.709 15.377 10.126 0.001
H -14.402 16.335 8.321 0.001
H -14.181 14.827 9.432 0.004
H -13.155 16.255 9.503 0.000
H -18.590 16.364 11.566 0.001
H -18.230 17.731 11.001 0.000